# 1
Here is a 7-piece molecular cluster, C18H53N5O8 overall in a non-equilibrium geometry from the Open Molecules 2025 dataset. Energies are from wB97M-V/def2-TZVPD.

Geometry (Å):
N (-0.8806, 0.8898, -0.4573)
H (-0.6063, 1.6638, 0.0151)
H (-0.3866, 0.0649, -0.1993)
H (-0.8217, 1.0698, -1.3397)
H (-1.8007, 0.7026, -0.3177)
C (-0.2902, 3.5156, -3.0517)
O (-1.2915, 3.9509, -3.6293)
O (0.7653, 3.0983, -3.8680)
O (-0.2340, 3.2894, -1.7669)
H (0.4943, 3.2116, -4.7817)
C (-1.6540, -0.5133, 2.8809)
C (-2.5132, 0.6223, 3.3139)
C (-2.3314, 1.0067, 4.7730)
O (-2.5664, -0.0403, 5.6146)
C (-2.5213, 0.1784, 7.0781)
N (-2.2380, 1.7622, 2.4344)
H (-0.5790, -0.3066, 2.9153)
H (-1.8340, -0.8251, 1.7873)
H (-1.7212, -1.5329, 3.4627)
H (-3.2924, 0.3164, 2.9498)
H (-2.9790, 1.8250, 4.8972)
H (-1.2795, 1.4344, 4.9683)
H (-1.4735, 0.5905, 7.3308)
H (-2.5816, -0.6839, 7.5814)
H (-3.2710, 0.9959, 7.2541)
H (-3.0505, 2.3697, 2.7139)
H (-1.2755, 2.2096, 2.7709)
C (1.0568, -3.1067, 1.3684)
C (1.7812, -2.4218, 0.1925)
C (2.6765, -3.3710, -0.4923)
O (1.8543, -4.3341, -1.1421)
C (2.7507, -5.4108, -1.6954)
N (0.8803, -1.8453, -0.6381)
H (1.6359, -3.6932, 2.0560)
H (0.3266, -3.7523, 1.0099)
H (0.3969, -2.3404, 1.8986)
H (2.4285, -1.4953, 0.7518)
H (3.1161, -4.1575, 0.3526)
H (3.2331, -2.9176, -1.2494)
H (3.3827, -5.9323, -1.0702)
H (3.0676, -5.0640, -2.6005)
H (2.1792, -6.2972, -1.9774)
H (0.3663, -2.6830, -0.8329)
H (1.4220, -1.5952, -1.4866)
C (2.0184, 1.3178, 1.7145)
C (2.0466, 2.4865, 2.6655)
C (3.2469, 3.3996, 2.3022)
O (4.4182, 2.8182, 2.2015)
C (4.9987, 2.5477, 3.5321)
N (0.8543, 3.2688, 2.6272)
H (1.7293, 1.5171, 0.8919)
H (1.3440, 0.7389, 2.0089)
H (3.0454, 0.7773, 1.8349)
H (2.1098, 2.1577, 3.6999)
H (3.2333, 4.2220, 2.8849)
H (2.9895, 3.9193, 1.4106)
H (5.9530, 1.9846, 3.3165)
H (4.2485, 1.8412, 4.2106)
H (5.3450, 3.3038, 4.0592)
H (0.8983, 4.0284, 3.2445)
H (0.8745, 3.5589, 1.6575)
C (-3.2424, 0.4778, -3.8989)
C (-3.0460, -1.0203, -3.6458)
C (-2.9710, -1.8447, -4.9313)
O (-4.2760, -1.7166, -5.3845)
C (-4.2384, -1.8998, -6.8821)
N (-1.8398, -1.2097, -2.8535)
H (-3.6526, 1.2557, -2.9736)
H (-4.0284, 0.5598, -4.4629)
H (-2.3333, 0.9411, -4.1447)
H (-3.9277, -1.4513, -3.0663)
H (-2.7530, -2.7902, -4.4962)
H (-2.1773, -1.6990, -5.6973)
H (-5.2229, -1.7401, -7.3055)
H (-4.0705, -2.9548, -7.2971)
H (-3.6790, -1.0068, -7.2543)
H (-1.0732, -1.0626, -3.3533)
H (-1.7389, -2.1972, -2.5612)
C (2.6999, 0.6300, -2.1653)
O (1.3219, 0.7311, -2.3937)
H (3.2658, 1.5487, -2.6802)
H (3.0774, -0.3088, -2.3406)
H (2.8529, 0.8743, -1.2169)
H (1.3577, 1.5480, -3.0323)

## Properties
Orbital gap = 8.04 eV
Maximum force = 13.31 eV Å⁻¹
ΔE to the lowest compared entry with this formula, charge and spin = 167.72 kJ/mol
Calculated total energy = -43343.37149 eV
Spin multiplicity = 1
HOMO = -7.5631 eV

=====

# 2
Here is a 8-piece molecular cluster, C18H53NO15 overall in a non-equilibrium geometry from the Open Molecules 2025 dataset. Energies are from wB97M-V/def2-TZVPD.

Geometry (Å):
C (-1.5150, -0.8290, 2.5019)
C (-0.6015, -0.7820, 1.2923)
C (-0.2670, 0.6264, 0.7907)
O (-1.4091, 1.3739, 0.4206)
C (-2.1027, 0.9788, -0.7428)
N (0.6775, -1.4006, 1.7192)
H (-2.5333, -0.5890, 2.1739)
H (-1.3036, -0.0310, 3.2163)
H (-1.6340, -1.7773, 3.0238)
H (-1.0095, -1.4343, 0.5108)
H (0.4019, 0.7047, -0.0758)
H (0.2507, 1.2098, 1.5556)
H (-2.9116, 1.7033, -0.8227)
H (-2.4342, -0.0574, -0.6543)
H (-1.4873, 1.0851, -1.6445)
H (0.4945, -2.2825, 2.1790)
H (1.2932, -1.5841, 0.9361)
C (2.3383, -2.1168, -1.8716)
C (2.7325, -2.8496, -0.5797)
O (1.8181, -3.7940, -0.0632)
O (1.4692, -1.0109, -1.6938)
H (1.9193, -2.8045, -2.6091)
H (3.2929, -1.7464, -2.2459)
H (2.8843, -2.1336, 0.2293)
H (3.7046, -3.3054, -0.7932)
H (1.1843, -4.1099, -0.7188)
H (0.5956, -1.3225, -1.4362)
C (0.9819, -1.9622, 5.7498)
C (1.0453, -1.2985, 7.1382)
O (-0.2420, -1.5911, 7.7483)
O (1.2132, -3.3505, 5.8212)
H (1.8018, -1.5380, 5.1532)
H (0.0071, -1.7146, 5.3393)
H (1.2563, -0.2372, 7.0204)
H (1.7467, -1.8282, 7.7854)
H (-0.0938, -2.4048, 8.2346)
H (2.1342, -3.5233, 6.0255)
C (-2.4391, -5.0552, -2.0509)
C (-1.4031, -3.9692, -1.6935)
O (-0.1242, -4.3356, -2.2175)
O (-2.5280, -5.0167, -3.4678)
H (-3.4364, -4.9550, -1.6137)
H (-2.0900, -6.0401, -1.7199)
H (-1.3993, -3.8506, -0.6092)
H (-1.5884, -3.0037, -2.1718)
H (-0.3252, -4.8091, -3.0360)
H (-3.2665, -5.5476, -3.7759)
C (-2.9878, 0.7135, -5.5990)
C (-2.3891, 0.3735, -4.2146)
O (-2.6258, -0.9845, -3.7965)
O (-4.2775, 1.3171, -5.5651)
H (-2.9609, -0.1497, -6.2642)
H (-2.2824, 1.4764, -5.9360)
H (-2.7801, 1.0061, -3.4091)
H (-1.3110, 0.5280, -4.1549)
H (-3.5128, -1.2174, -4.0848)
H (-4.8858, 0.5712, -5.5918)
C (1.8011, 3.3991, -2.1773)
C (0.9380, 3.1021, -3.4025)
O (1.0414, 1.6745, -3.6489)
O (1.1096, 2.9649, -1.0001)
H (1.9610, 4.4855, -2.1287)
H (2.7945, 2.9626, -2.1036)
H (1.2425, 3.6750, -4.2771)
H (-0.1279, 3.2741, -3.2360)
H (0.7928, 1.3243, -2.7823)
H (0.3346, 3.5531, -0.9385)
C (3.1521, 0.5263, 1.5452)
C (3.2180, 2.0433, 1.5303)
O (4.3109, 2.5083, 2.3150)
O (2.8048, 0.1141, 2.8682)
H (4.1020, 0.0470, 1.3094)
H (2.4207, 0.2287, 0.7913)
H (2.3429, 2.5148, 1.9899)
H (3.3267, 2.4101, 0.5085)
H (4.3153, 2.0424, 3.1569)
H (1.8412, 0.0373, 2.9067)
C (-0.8056, 4.5803, 1.5767)
C (-0.9621, 5.4248, 0.3066)
O (-1.1371, 4.6466, -0.8556)
O (-1.9450, 3.7190, 1.7072)
H (-0.7539, 5.2160, 2.4604)
H (0.0621, 3.9156, 1.6053)
H (-0.0606, 6.0415, 0.1788)
H (-1.7648, 6.1494, 0.4632)
H (-1.7376, 5.1205, -1.4347)
H (-1.7033, 2.9743, 1.1242)

## Properties
Orbital gap = 9.41 eV
Maximum force = 2.42 eV Å⁻¹
ΔE to the lowest compared entry with this formula, charge and spin = 150.70 kJ/mol
Calculated total energy = -51723.25066 eV
SMILES = COC[C@H](C)N.OCCO.OCCO.OCCO.OCCO.OCCO.OCCO.OCCO
Spin multiplicity = 1
HOMO = -9.2246 eV

=====

# 3
Here is C18H54B2FeN2O6 as an isolated structure in a non-equilibrium geometry from the Open Molecules 2025 dataset. Energies are from wB97M-V/def2-TZVPD.

Geometry (Å):
Fe (-1.2238, -2.0649, 3.3605)
B (-2.9092, -2.5746, 6.0278)
H (-3.0703, -3.3147, 5.2593)
H (-3.1598, -1.5630, 5.7483)
H (-3.5085, -2.9231, 6.8546)
H (-1.8663, -2.5676, 6.3044)
B (-1.8415, -0.2471, 0.8536)
H (-2.6868, -0.5863, 1.4320)
H (-1.4247, -1.0314, 0.2409)
H (-2.2614, 0.4051, 0.1036)
H (-1.0080, 0.2616, 1.3126)
C (-5.0379, -0.5210, -6.5293)
C (-5.1735, -0.1901, -5.0553)
C (-6.6104, -0.3392, -4.5132)
O (-4.4450, -1.2181, -4.3458)
H (-5.7398, -0.0630, -7.2261)
H (-4.9754, -1.5815, -6.7732)
H (-4.0720, -0.2146, -6.9309)
H (-4.9379, 0.8263, -4.7398)
H (-7.2294, 0.3604, -5.0749)
H (-6.8264, -0.1933, -3.4548)
H (-6.9356, -1.3668, -4.6758)
H (-4.0298, -0.8807, -3.5487)
C (-2.9770, 6.1369, 1.7870)
C (-2.0380, 6.3560, 0.6278)
C (-1.6788, 7.8333, 0.4522)
O (-0.8385, 5.8448, 0.9647)
H (-3.0936, 5.0535, 1.8151)
H (-3.9908, 6.4892, 1.5971)
H (-2.5746, 6.4658, 2.7451)
H (-2.4053, 5.9907, -0.3313)
H (-1.3182, 8.2064, 1.4107)
H (-2.4826, 8.3334, -0.0882)
H (-0.7564, 7.8037, -0.1277)
H (-0.8971, 4.8910, 1.0571)
C (2.6062, -1.9993, -4.3371)
O (3.1664, -0.7809, -3.8206)
C (2.1791, 0.2274, -3.6889)
C (2.7068, 1.6244, -3.1302)
N (4.1874, 1.6661, -2.8939)
C (4.3809, 2.3270, -1.6437)
C (5.8292, 2.1198, -1.2221)
O (6.2508, 0.8042, -1.5552)
C (7.5170, 0.4499, -1.1196)
H (1.6858, -2.2582, -3.8136)
H (3.2825, -2.8499, -4.2530)
H (2.2654, -1.8872, -5.3663)
H (1.3838, -0.2200, -3.0927)
H (1.7015, 0.4152, -4.6505)
H (2.1261, 1.8000, -2.2246)
H (2.4482, 2.3703, -3.8818)
H (4.6269, 2.2557, -3.5862)
H (3.7852, 1.8188, -0.8854)
H (4.2138, 3.4004, -1.5543)
H (5.8817, 2.3501, -0.1580)
H (6.4367, 2.8207, -1.7946)
H (7.5916, 0.2567, -0.0495)
H (8.0822, 1.3410, -1.3926)
H (7.8633, -0.5126, -1.4962)
C (0.6721, 0.1212, 4.5393)
O (0.8551, -1.2001, 4.2000)
C (2.1731, -1.6578, 4.4190)
C (2.2138, -3.0814, 4.1314)
N (1.3232, -3.4772, 2.9894)
C (0.9119, -4.8784, 3.0205)
C (-0.1358, -5.2047, 1.8745)
O (-1.1232, -4.2609, 2.0823)
C (-2.1539, -4.3037, 1.0835)
H (0.8447, 0.0744, 5.6146)
H (-0.3932, 0.2766, 4.3685)
H (1.3949, 0.6861, 3.9506)
H (2.4204, -1.6059, 5.4793)
H (2.8635, -1.0765, 3.8078)
H (1.8833, -3.4839, 5.0890)
H (3.2132, -3.5113, 4.1984)
H (2.0254, -3.4931, 2.2636)
H (0.6500, -5.3529, 3.9662)
H (1.7867, -5.4373, 2.6881)
H (-0.5726, -6.2013, 1.9395)
H (0.2489, -5.0965, 0.8604)
H (-2.8488, -3.4644, 1.0542)
H (-2.7505, -5.1854, 1.3178)
H (-1.6764, -4.5424, 0.1332)

## Properties
Orbital gap (alpha / beta) = 7.23 / 6.32 eV
Maximum force = 4.98 eV Å⁻¹
ΔE to the lowest compared entry with this formula, charge and spin = 1053.96 kJ/mol
Calculated total energy = -70531.80590 eV
Spin multiplicity = 5
HOMO (alpha / beta) = -8.8322 / -8.8322 eV

=====

# 4
Here is C18H54N11O9P3Sr as an isolated structure in a non-equilibrium geometry from the Open Molecules 2025 dataset. Energies are from wB97M-V/def2-TZVPD.

Geometry (Å):
Sr (-0.4165, 0.4911, -1.9541)
N (-0.8286, -4.7736, -1.4439)
O (0.2174, -4.2239, -1.2703)
O (-0.8738, -5.9740, -1.6146)
O (-1.7794, -3.9867, -1.4233)
N (-1.7555, 1.8570, -6.7986)
O (-1.9417, 0.6735, -6.4867)
O (-2.3271, 2.4335, -7.6963)
O (-0.8365, 2.3949, -6.1000)
O (1.0238, -0.4124, 3.8797)
P (1.0551, -1.0276, 5.2285)
N (1.6164, 0.0338, 6.4035)
C (1.8989, -0.5355, 7.7510)
C (2.4853, 1.2422, 6.0226)
N (2.1562, -2.3026, 5.3933)
C (3.4125, -2.2394, 4.5720)
C (2.1285, -3.4342, 6.2986)
N (-0.4374, -1.6699, 5.7454)
C (-1.1636, -2.7681, 5.0480)
C (-1.3279, -0.6635, 6.3678)
H (1.2253, -1.3909, 7.8013)
H (1.5101, 0.2149, 8.4394)
H (2.9357, -0.8557, 7.8542)
H (2.3465, 1.6111, 5.0064)
H (3.4978, 0.8395, 6.0491)
H (2.4435, 2.1015, 6.6919)
H (4.3034, -2.1187, 5.1882)
H (3.4957, -3.2241, 4.1120)
H (3.4528, -1.5411, 3.7360)
H (1.2733, -3.4089, 6.9740)
H (1.9870, -4.3645, 5.7486)
H (3.0944, -3.2975, 6.7848)
H (-0.5206, -3.2882, 4.3380)
H (-1.5301, -3.5626, 5.6981)
H (-1.9896, -2.3079, 4.5058)
H (-1.5511, 0.1561, 5.6847)
H (-0.9819, -0.2922, 7.3325)
H (-2.3197, -1.0966, 6.4967)
O (5.5356, 0.1191, -2.5345)
P (6.9820, -0.1041, -2.9041)
N (7.3596, 0.9332, -4.1694)
C (8.8140, 1.1115, -4.4729)
C (6.3986, 1.5020, -5.1044)
N (7.3889, -1.6844, -3.4644)
C (7.0489, -2.0179, -4.8186)
C (7.5649, -2.7435, -2.5616)
N (8.1371, 0.3150, -1.6786)
C (7.8759, 1.4857, -0.8939)
C (9.1800, -0.6105, -1.1616)
H (9.0312, 2.0678, -4.9488)
H (9.0788, 0.3326, -5.1879)
H (9.4266, 1.0938, -3.5714)
H (6.6374, 1.2092, -6.1268)
H (6.6424, 2.5629, -5.0485)
H (5.3832, 1.2320, -4.8143)
H (7.5204, -2.9395, -5.1599)
H (5.9594, -2.0282, -4.8505)
H (7.4137, -1.1627, -5.3874)
H (7.1154, -3.7104, -2.7877)
H (8.6300, -2.9493, -2.4551)
H (7.2104, -2.3710, -1.6005)
H (7.4783, 1.1865, 0.0760)
H (8.7137, 2.0896, -0.5453)
H (7.2252, 2.1810, -1.4243)
H (9.8023, -0.0496, -0.4642)
H (9.8656, -0.9451, -1.9401)
H (8.7595, -1.4686, -0.6372)
O (-6.1635, 1.7772, -1.1759)
P (-7.6564, 1.9500, -1.4217)
N (-8.5768, 2.5670, -0.2107)
C (-7.8796, 2.9145, 0.9935)
C (-9.9734, 2.7454, -0.2870)
N (-8.3844, 0.3948, -1.5698)
C (-8.8811, -0.4679, -0.5278)
C (-8.3853, -0.2785, -2.9144)
N (-8.1859, 2.8127, -2.7926)
C (-9.5828, 2.7758, -3.3388)
C (-7.4394, 3.8832, -3.4333)
H (-7.9076, 2.0366, 1.6389)
H (-8.3268, 3.8412, 1.3532)
H (-6.8477, 3.1572, 0.7398)
H (-10.1010, 3.7619, -0.6592)
H (-10.5236, 2.6115, 0.6444)
H (-10.4291, 2.1007, -1.0385)
H (-9.6594, 0.0773, 0.0061)
H (-9.4845, -1.3255, -0.8254)
H (-8.0527, -0.7775, 0.1093)
H (-9.4006, -0.2713, -3.3108)
H (-7.8019, 0.3178, -3.6159)
H (-8.1036, -1.3302, -2.9673)
H (-10.0738, 1.8155, -3.1811)
H (-10.0636, 3.6469, -2.8936)
H (-9.4721, 2.8414, -4.4212)
H (-6.3879, 3.7214, -3.1958)
H (-7.7240, 4.8123, -2.9395)
H (-7.6893, 3.9628, -4.4913)

## Properties
Orbital gap = 2.78 eV
Maximum force = 5.47 eV Å⁻¹
Calculated total energy = -83051.42818 eV
Spin multiplicity = 1
HOMO = -7.1571 eV

=====

# 5
Here is a 8-piece molecular cluster, C18H54N12O10 overall in a non-equilibrium geometry from the Open Molecules 2025 dataset. Energies are from wB97M-V/def2-TZVPD.

Geometry (Å):
C (-4.0800, 3.7268, -1.3703)
O (-3.4133, 4.1123, -0.1163)
C (-2.2994, 3.2355, 0.1531)
C (-1.4884, 3.7565, 1.2930)
N (-1.1067, 5.1401, 0.9333)
C (-0.1341, 5.7712, 1.7963)
C (1.3524, 5.3202, 1.5723)
O (1.6874, 5.8194, 0.3098)
C (3.0377, 5.4251, 0.0017)
H (-4.2695, 2.6679, -1.5461)
H (-3.3457, 4.0203, -2.1205)
H (-5.0308, 4.2567, -1.4262)
H (-1.6997, 3.2568, -0.7568)
H (-2.8123, 2.2842, 0.2950)
H (-0.6541, 3.0681, 1.1584)
H (-2.0407, 3.5958, 2.2189)
H (-2.0650, 5.4586, 0.9165)
H (-0.2929, 5.5894, 2.8593)
H (-0.1244, 6.8442, 1.6048)
H (1.3161, 4.2308, 1.5694)
H (1.9565, 5.7080, 2.3925)
H (3.6919, 5.8292, 0.7743)
H (3.2734, 5.7406, -1.0147)
H (3.0495, 4.3369, -0.0596)
C (-4.5616, -9.4988, 5.3108)
O (-4.2230, -9.7129, 3.8207)
C (-4.2140, -8.5290, 2.9543)
C (-2.9606, -7.6497, 3.1673)
N (-2.9281, -6.4290, 2.2896)
C (-2.3665, -5.2428, 2.9527)
C (-2.2396, -4.0457, 1.8692)
O (-1.1098, -4.3332, 1.0270)
C (-0.9255, -3.3152, -0.0115)
H (-4.3551, -10.4345, 5.8304)
H (-5.6351, -9.3389, 5.4109)
H (-4.0335, -8.7957, 5.9548)
H (-5.1458, -7.9647, 2.9912)
H (-4.1659, -8.8393, 1.9105)
H (-2.0147, -8.1881, 3.2271)
H (-3.0781, -7.2519, 4.1753)
H (-2.5007, -6.4479, 1.3747)
H (-1.4180, -5.4342, 3.4546)
H (-3.0221, -4.9753, 3.7814)
H (-2.0435, -3.1003, 2.3750)
H (-3.2200, -3.9938, 1.3956)
H (-1.7976, -3.1242, -0.6368)
H (-0.0811, -3.6789, -0.5970)
H (-0.6729, -2.3740, 0.4768)
C (4.5760, 3.2889, 2.9679)
O (5.1910, 3.9911, 3.6961)
N (3.3886, 2.8803, 3.2688)
N (4.9087, 2.9897, 1.7483)
H (2.9453, 2.2538, 2.6122)
H (3.1011, 3.0721, 4.2178)
H (4.1344, 2.6808, 1.1781)
H (5.8967, 3.0088, 1.5394)
C (1.5442, 1.1987, -0.1234)
O (2.2058, 1.1854, 0.9147)
N (1.1503, 0.1744, -0.7333)
N (1.1973, 2.2302, -0.8466)
H (0.7839, 0.2516, -1.6713)
H (1.4690, -0.7124, -0.3699)
H (1.4980, 3.1944, -0.8471)
H (0.3386, 1.9342, -1.2883)
C (1.2506, -2.1042, -3.8498)
O (1.9126, -1.5637, -3.0262)
N (0.2840, -2.9423, -3.6779)
N (1.4162, -2.0815, -5.1027)
H (0.2311, -3.4675, -2.8168)
H (-0.4480, -2.9791, -4.3729)
H (0.7985, -2.6155, -5.6973)
H (2.2190, -1.5918, -5.4712)
C (4.0838, -2.7780, -0.8392)
O (4.8670, -3.1788, -0.0149)
N (3.4532, -1.6214, -0.7573)
N (4.1104, -3.2690, -2.0289)
H (3.5791, -1.0448, 0.0623)
H (2.8902, -1.3418, -1.5478)
H (4.5257, -4.1599, -2.2612)
H (3.3095, -3.0878, -2.6169)
C (-0.0346, 1.6233, -3.8876)
O (-0.6245, 1.2703, -2.8646)
N (0.4509, 2.8563, -4.0565)
N (0.3823, 0.8816, -4.8761)
H (0.5197, 3.5836, -3.3590)
H (0.8668, 2.9706, -4.9698)
H (0.1743, -0.1065, -4.8554)
H (1.1767, 1.2102, -5.4062)
C (-0.4976, 5.9509, -2.5496)
O (0.7265, 5.4220, -2.2521)
H (-0.5639, 7.0389, -2.5531)
H (-0.9222, 5.6302, -3.5009)
H (-1.1678, 5.7288, -1.7191)
H (0.9071, 5.6485, -1.3369)

## Properties
Orbital gap = 8.40 eV
Maximum force = 7.96 eV Å⁻¹
Calculated total energy = -57895.28755 eV
SMILES = COCCNCCOC.COCCNCCOC.NC(N)=O.NC(N)=O.NC(N)=O.NC(N)=O.NC(N)=O.CO
Spin multiplicity = 1
HOMO = -8.7544 eV